DFT (the ωB97M-V functional and the def2-TZVPD basis) results for a 5-piece molecular cluster, C18H44N2O5 overall.

Molar mass, g mol⁻¹: 368.56
HOMO-LUMO gap, eV: 7.910
Max |F|, eV/Å: 4.02
Total charge: 0
Energy above the lowest of the compared OMol25 structures with the same formula, charge and spin, kJ/mol: 308.9

Geometry as XYZ:
```
69
Properties=species:S:1:pos:R:3:forces:R:3:lowdin_charge:R:1
C -2.85050 6.59234 -0.96248 -0.5 -0.2 1.0 -0.0252
C -1.64768 6.38194 0.08167 0.7 0.8 -2.3 -0.4629
C -0.34718 6.01693 -0.75109 -1.5 -0.7 0.1 -0.0348
C -1.36690 7.79510 0.65555 -0.7 -0.2 0.2 -0.1628
C -2.44553 8.25194 1.64513 1.0 -1.8 0.6 -0.1601
C -2.37173 7.15995 2.75301 -0.3 1.0 -0.1 -0.1481
C -2.56609 5.66663 2.31254 -1.1 0.4 0.1 -0.4758
C -2.07167 4.86536 3.52172 -0.3 -0.9 -0.5 -0.0468
C -4.09489 5.37744 2.07260 1.0 0.1 -0.4 -0.0196
N -1.78870 5.34281 1.09451 0.8 0.6 0.3 -0.0893
O -2.09525 4.07594 0.45014 -0.6 1.2 0.7 -0.0096
H -3.80640 6.84939 -0.50611 0.0 -0.2 0.7 0.0474
H -2.75486 7.49133 -1.57139 0.9 -0.3 -0.4 0.0777
H -3.12519 5.72385 -1.56113 0.6 -0.1 -0.1 0.0754
H -0.63276 5.26630 -1.48806 0.1 -0.1 -0.1 0.0662
H 0.05346 6.85871 -1.31585 0.1 0.1 0.3 0.0763
H 0.34836 5.51791 -0.07633 0.3 0.5 0.0 0.0786
H -0.44124 7.84619 1.22882 0.2 -0.4 0.0 0.1190
H -1.18308 8.45943 -0.18883 -0.3 0.0 -0.1 0.1091
H -2.11832 9.20734 2.05529 -0.6 0.1 0.1 0.1091
H -3.49815 8.19633 1.36763 0.2 0.7 -0.8 0.1028
H -3.14349 7.46212 3.46094 -0.5 -0.7 0.1 0.1116
H -1.49027 7.31789 3.37445 0.5 -0.4 -0.4 0.1073
H -1.05856 5.09853 3.84935 -0.1 0.3 -0.2 0.0819
H -2.08240 3.80449 3.27161 0.0 -0.2 0.0 0.0763
H -2.77304 4.97435 4.34894 0.1 0.2 0.1 0.0840
H -4.21790 4.35990 1.70170 0.0 -0.3 0.7 0.0747
H -4.47322 5.92310 1.20818 0.0 0.6 0.3 0.0584
H -4.65975 5.60907 2.97559 -0.2 -0.2 -0.2 0.0816
H -1.40615 3.48206 0.75683 0.2 0.1 0.1 0.0969
C 2.74252 -3.90790 -1.77309 0.3 -0.9 -0.6 -0.0324
C 2.16421 -5.26128 -2.23628 -1.9 1.8 -0.8 -0.5001
C 1.41980 -5.01880 -3.55409 0.1 -0.4 -0.7 -0.0347
C 3.32128 -6.16546 -2.48871 1.3 -0.6 0.9 -0.2017
C 2.94891 -7.59150 -2.60305 -1.6 -0.7 1.5 -0.1690
C 2.02309 -8.04589 -1.36567 1.1 0.4 -2.0 -0.1116
C 0.74583 -7.20533 -1.16392 -0.5 0.5 -0.6 -0.4119
C -0.39158 -7.46591 -2.30089 0.3 -0.1 1.8 -0.0147
C 0.21259 -7.55442 0.30443 -0.1 -0.2 -0.7 -0.0323
N 1.15198 -5.77227 -1.26128 2.5 -2.5 1.9 -0.1431
O 0.16899 -4.96094 -0.75230 -1.1 1.2 -1.2 -0.0159
H 1.95164 -3.16589 -1.66341 0.3 0.0 0.7 0.0860
H 3.46934 -4.14386 -0.99583 -0.7 0.6 0.9 0.0825
H 3.42250 -3.54491 -2.54378 -0.3 0.0 -0.5 0.0792
H 1.93804 -4.24816 -4.12472 -0.5 0.4 0.0 0.0813
H 1.45186 -5.88098 -4.22020 0.1 -0.3 0.1 0.0661
H 0.35605 -4.88410 -3.35816 0.1 0.8 -0.2 0.0846
H 3.99876 -5.93509 -3.31093 -0.7 0.8 -0.6 0.1317
H 4.05467 -6.07864 -1.68701 -0.2 0.0 0.7 0.1170
H 2.33037 -7.77109 -3.48239 0.4 -0.2 -0.3 0.0984
H 3.88321 -8.15279 -2.61437 -0.3 -0.5 -0.2 0.1112
H 2.64068 -7.99601 -0.46890 -0.1 -0.2 0.1 0.1090
H 1.80956 -9.07115 -1.66788 -0.4 -0.2 0.7 0.1109
H -1.22780 -6.77968 -2.16695 0.2 0.3 0.3 0.0686
H -0.85075 -8.43817 -2.12203 0.2 -0.3 -0.3 0.0664
H -0.09708 -7.32922 -3.34141 0.5 -0.3 0.2 0.0569
H -0.61543 -6.94029 0.65847 0.2 0.2 -0.3 0.0699
H 0.97182 -7.60901 1.08462 0.5 0.9 -0.3 0.0703
H -0.12273 -8.58499 0.42096 -0.4 -0.2 -0.9 0.0707
H 0.49750 -4.43548 -0.01909 0.5 -0.2 0.3 0.1005
O 4.80905 2.01187 3.72918 -0.1 0.0 -0.2 -0.0550
H 5.42186 1.44601 4.19873 0.1 -0.2 0.1 0.0284
H 4.71980 2.78434 4.28735 -0.1 0.2 0.1 0.0277
O 1.66313 0.80333 0.31067 -0.3 -0.1 0.1 -0.0518
H 2.04549 0.80061 -0.56684 0.1 0.0 -0.2 0.0298
H 2.30963 1.25542 0.85276 0.2 0.1 0.2 0.0293
O -0.23410 -2.26282 2.35330 0.1 -0.2 0.1 -0.0515
H 0.16983 -1.63520 1.75398 0.2 0.3 -0.2 0.0189
H -1.16548 -2.23903 2.13378 -0.3 0.0 0.0 0.0309
```
Forces are in eV/Å.